[1]
C4H9N4 | ωB97M-V with the def2-TZVPD basis set

Geometry as XYZ:
```
17
Properties=species:S:1:pos:R:3:forces:R:3
C 2.4564 -0.3514 0.0081 3.5 0.1 -0.6
C 0.2965 -0.6242 -0.0387 -3.9 -1.6 -1.3
C 0.6587 0.7871 0.0433 2.9 3.4 0.9
C -1.1051 -1.1777 0.1031 1.8 1.3 -1.2
N 2.0153 0.8626 -0.0257 -0.7 1.3 0.3
N 1.4707 -1.2725 0.0971 0.1 -4.9 0.4
N -0.1412 1.9877 0.0223 0.5 -0.3 1.6
N -2.0014 -0.0039 -0.0452 3.0 2.0 -0.8
H 3.5161 -0.7757 -0.0398 -1.5 1.4 0.1
H -1.3391 -1.8346 -0.7515 0.0 -0.5 1.0
H -1.3703 -1.4790 1.1017 0.1 -1.2 0.5
H 1.6996 -2.2345 -0.2558 -0.8 1.3 0.4
H 0.1171 2.6370 0.8237 -0.6 -1.4 -0.5
H 0.2661 2.5547 -0.6912 -0.1 0.4 -1.4
H -1.5061 0.9651 0.1675 -0.5 -0.8 0.4
H -2.7719 -0.2452 0.4502 -3.3 0.0 2.0
H -2.2614 0.2044 -0.9691 -0.6 -0.2 -1.9
```
Positions in Å, forces in eV/Å.

Results
Net charge: +1
Frontier orbital gap (alpha / beta) in eV: 5.5543 / 8.6139
ΔE to the lowest compared entry with this formula, charge and spin in eV: 1.3302
HOMO level (alpha / beta) in eV: -8.682 / -14.458
2S+1: 3

=====

[2]
C4H9N4O | ωB97M-V with the def2-TZVPD basis set

Geometry as XYZ:
```
18
Properties=species:S:1:pos:R:3:forces:R:3
C 1.8615 -0.0090 1.1069 1.0 -0.7 -4.4
C 1.6663 1.0595 -0.9132 -1.2 -1.8 1.2
C 0.8212 -0.9763 0.7855 -2.6 0.8 1.5
C -0.2423 -0.0994 0.0412 -1.1 -4.8 -4.2
N 2.3332 0.7809 0.1965 0.0 0.6 1.9
N 0.3670 0.8121 -0.9688 0.9 0.9 -1.6
N -0.9746 -1.3387 -1.1878 -0.1 3.3 1.3
N -2.3450 0.9883 0.3124 1.6 -0.3 -0.9
O -1.1217 0.4292 0.8452 -0.3 0.4 1.8
H 2.2794 -0.0403 2.0224 1.5 0.4 3.1
H 2.2805 1.3985 -1.7026 -0.1 0.6 -1.2
H 0.9056 -1.9512 0.3137 1.0 0.4 -0.6
H 0.4459 -1.2839 1.7998 -0.4 0.4 -0.9
H -0.0535 1.0757 -1.8983 -0.2 -0.8 1.6
H -1.0821 -2.3211 -0.9002 0.3 0.7 0.8
H -1.9478 -0.9426 -1.2473 1.2 -0.6 0.0
H -3.0183 0.4504 0.8485 -0.3 0.9 0.2
H -2.1754 1.9680 0.5460 -1.2 -0.3 0.3
```
Positions in Å, forces in eV/Å.

Results
Net charge: +1
Frontier orbital gap in eV: 7.8845
ΔE to the lowest compared entry with this formula, charge and spin in eV: 5.1899
HOMO level in eV: -13.566

=====

[3]
C4H9N4O | ωB97M-V with the def2-TZVPD basis set

Geometry as XYZ:
```
18
Properties=species:S:1:pos:R:3:forces:R:3
C -1.1451 0.8557 0.0913 2.5 0.8 -1.9
C 2.0027 0.6660 1.1965 -1.0 2.2 4.1
C 1.3360 0.2074 0.0505 1.7 0.2 2.6
C 0.3547 -0.6232 -1.9279 -0.5 1.2 -2.2
N -1.4419 1.9914 -0.0965 -2.6 -3.6 3.0
N -1.5400 -0.0509 0.9308 -1.5 -3.6 1.5
N 0.3776 0.1483 -0.6909 -3.3 0.6 -2.2
N -1.2624 -1.4488 0.7289 0.1 2.5 -1.3
O 2.4709 -0.3516 0.4049 1.7 -2.4 -3.1
H 2.5441 1.5857 1.2533 0.5 0.6 -0.7
H 1.7507 0.3821 2.2240 -0.4 -0.2 -0.4
H -0.6231 -1.0805 -1.9872 -0.1 -0.3 -0.1
H 0.4561 0.0134 -2.9563 0.0 -1.1 2.9
H 1.1252 -1.3677 -1.8791 0.3 -0.4 -0.2
H -1.1673 2.7015 -0.5900 2.1 4.7 -3.4
H -2.4262 0.2032 1.3935 0.7 -0.2 -0.2
H -1.9968 -2.0056 0.3514 -0.8 0.0 0.0
H -0.8153 -1.8265 1.5028 0.6 -0.7 1.7
```
Positions in Å, forces in eV/Å.

Results
Net charge: +1
Frontier orbital gap in eV: 11.0385
ΔE to the lowest compared entry with this formula, charge and spin in eV: 5.4224
HOMO level in eV: -14.562